Record 1
Here is C24H31NO4 in the gas phase from the OMol25 dataset. Energies are from ωB97M-V with the def2-TZVPD basis set.

ORCA input file:
```
! wB97M-V def2-TZVPD RIJCOSX def2/J DEFGRID3
* xyz 0 1
C 3.370 4.222 0.275
C 3.175 3.257 1.436
O 2.590 2.030 0.998
C 3.413 1.104 0.493
O 4.609 1.233 0.423
C 2.649 -0.126 0.069
C 3.104 -0.588 -1.317
C 2.456 -1.924 -1.662
C 2.773 -2.956 -0.575
N 2.401 -2.540 0.761
C 1.088 -2.875 1.249
C -0.136 -2.235 0.555
O -0.385 -2.810 -0.712
C -1.408 -2.291 1.432
O -2.186 -1.125 1.387
C -2.631 -0.738 0.091
C -1.661 0.227 -0.566
C -1.216 0.034 -1.866
C -0.323 0.926 -2.435
C 0.126 2.019 -1.713
C -0.323 2.220 -0.418
C -1.213 1.329 0.152
C -3.970 -0.041 0.196
C -4.436 0.445 1.409
C -5.647 1.111 1.473
C -6.399 1.303 0.327
C -5.935 0.824 -0.887
C -4.727 0.155 -0.953
C 2.940 -1.248 1.098
H 4.074 3.802 -0.438
H 3.762 5.165 0.645
H 2.423 4.402 -0.228
H 2.476 3.660 2.173
H 4.137 3.040 1.913
H 1.586 0.124 0.060
H 2.837 0.165 -2.062
H 4.192 -0.689 -1.307
H 2.835 -2.285 -2.619
H 1.377 -1.798 -1.749
H 2.279 -3.904 -0.796
H 3.856 -3.131 -0.562
H 0.986 -3.967 1.185
H 1.065 -2.600 2.307
H 0.079 -1.184 0.355
H -0.459 -3.766 -0.609
H -2.011 -3.161 1.121
H -1.148 -2.407 2.487
H -2.737 -1.630 -0.543
H -1.549 -0.828 -2.425
H 0.027 0.763 -3.444
H 0.827 2.710 -2.158
H 0.026 3.068 0.152
H -1.559 1.469 1.165
H -3.846 0.285 2.297
H -6.004 1.483 2.423
H -7.343 1.825 0.378
H -6.518 0.971 -1.784
H -4.364 -0.216 -1.901
H 2.567 -0.953 2.081
H 4.031 -1.353 1.159
*
```

## Properties
LUMO   0.024 Ha
HOMO   -8.06 eV
Structure (SMILES)   CCOC(=O)[C@H]1CCCN(C[C@@H](O)COC(c2ccccc2)c2ccccc2)C1
Energy above the lowest of the compared OMol25 structures with the same formula, charge and spin   13.6 kcal/mol



Record 2
Here is a molecular structure, C24H32AsN3SSi2V from the OMol25 dataset. Energies are from ωB97M-V with the def2-TZVPD basis set.

ORCA input file:
```
! wB97M-V def2-TZVPD RIJCOSX def2/J DEFGRID3
* xyz 1 3
V 0.168 0.611 -0.015
N -0.656 -1.811 3.271
C -0.910 -0.951 4.377
C -1.896 -1.262 5.296
C -2.161 -0.374 6.329
C -1.474 0.827 6.418
C -0.508 1.148 5.474
C -0.211 0.242 4.470
S 1.076 0.505 3.288
N 0.314 -0.190 1.903
C -0.331 -1.309 2.065
C -0.744 -2.038 0.829
C -1.245 -3.323 0.806
C -1.562 -3.890 -0.424
C -1.374 -3.154 -1.577
C -0.871 -1.865 -1.472
N -0.565 -1.327 -0.295
H -1.195 -2.663 3.272
H -2.453 -2.188 5.209
H -2.919 -0.621 7.060
H -1.691 1.519 7.219
H 0.029 2.087 5.526
H -1.377 -3.902 1.710
H -1.950 -4.898 -0.471
H -1.608 -3.563 -2.549
H -0.703 -1.238 -2.337
C -1.245 5.201 -0.118
Si -0.919 3.500 0.572
C -1.476 3.406 2.357
C 0.949 3.173 0.522
As -1.783 1.836 -0.832
Si -3.713 0.997 0.220
C -3.441 0.256 1.927
C -4.944 2.396 0.339
C -4.368 -0.363 -0.890
H -0.751 5.972 0.477
H -2.319 5.404 -0.110
H -0.899 5.284 -1.149
H -1.017 4.221 2.924
H -1.184 2.465 2.826
H -2.559 3.509 2.447
H 1.456 3.890 1.174
H 1.371 3.272 -0.478
H 1.295 2.210 0.941
H -2.854 0.901 2.583
H -2.936 -0.710 1.837
H -4.406 0.073 2.407
H -4.579 3.203 0.977
H -5.893 2.045 0.751
H -5.136 2.814 -0.650
H -3.668 -1.201 -0.940
H -4.526 0.003 -1.906
H -5.321 -0.745 -0.517
C 3.861 0.165 -3.016
C 2.794 0.912 -3.502
C 1.662 1.107 -2.722
C 1.581 0.551 -1.445
C 2.657 -0.204 -0.973
C 3.797 -0.394 -1.748
H 4.743 0.020 -3.626
H 2.848 1.347 -4.492
H 0.840 1.696 -3.111
H 2.629 -0.658 0.020
H 4.627 -0.974 -1.365
*
```

## Properties
LUMO (alpha / beta)   -0.150 / -0.149 Ha
HOMO (alpha / beta)   -10.71 / -10.63 eV



Record 3
Here is a molecular structure, C24H32BN14Sn from the OMol25 dataset. Energies are from ωB97M-V with the def2-TZVPD basis set.

ORCA input file:
```
! wB97M-V def2-TZVPD RIJCOSX def2/J DEFGRID3
* xyz 4 2
Sn -0.851 0.735 0.504
C 0.115 1.657 -3.677
C 0.281 0.983 -2.476
N -0.532 1.495 -1.547
N -1.245 2.498 -2.135
C -0.857 2.603 -3.420
B -2.221 3.250 -1.198
N -3.301 2.266 -0.691
C -4.645 2.303 -0.791
C -5.176 1.172 -0.210
C -4.072 0.458 0.236
N -2.948 1.113 -0.064
N -1.400 3.792 0.001
C -0.932 5.020 0.299
C -0.191 4.954 1.460
C -0.221 3.612 1.816
N -0.944 2.917 0.936
N -2.969 4.433 -1.889
C -3.579 5.447 -1.348
C -4.258 6.169 -2.401
C -3.959 5.414 -3.575
N -3.217 4.390 -3.293
H 0.623 1.491 -4.610
H 0.936 0.161 -2.225
H -1.295 3.330 -4.078
H -5.158 3.111 -1.285
H -6.214 0.901 -0.132
H -4.033 -0.492 0.745
H -1.127 5.874 -0.329
H 0.302 5.766 1.966
H 0.230 3.106 2.656
H -3.566 5.657 -0.288
H -4.862 7.058 -2.297
H -4.276 5.608 -4.590
N 1.731 0.709 6.775
C 2.559 1.560 6.162
C 2.141 1.587 4.820
N 1.101 0.783 4.628
C 0.837 0.234 5.835
C -0.198 -0.676 6.094
N -1.073 -1.116 5.166
C -1.884 -1.951 5.792
C -1.532 -2.058 7.159
N -0.478 -1.254 7.321
H 1.784 0.480 7.757
H 3.358 2.073 6.673
H 2.595 2.155 4.024
H -2.693 -2.465 5.298
H -1.960 -2.634 7.964
H -0.004 -1.117 8.201
C 3.432 -6.754 -3.641
C 3.163 -5.336 -4.164
N 3.229 -4.338 -3.095
C 4.553 -4.134 -2.491
C 4.656 -4.744 -1.090
C 2.109 -3.652 -2.668
C 0.770 -4.032 -3.220
N 2.189 -2.686 -1.802
H 3.315 -7.437 -4.481
H 2.717 -7.033 -2.868
H 4.445 -6.865 -3.261
H 2.196 -5.280 -4.649
H 3.934 -5.054 -4.885
H 4.769 -3.064 -2.482
H 5.271 -4.599 -3.162
H 3.916 -4.331 -0.406
H 5.649 -4.526 -0.700
H 4.534 -5.824 -1.122
H 0.571 -5.096 -3.089
H 0.693 -3.799 -4.282
H 0.016 -3.465 -2.683
H 3.148 -2.517 -1.497
*
```

## Properties
LUMO (alpha / beta)   -0.434 / -0.484 Ha
HOMO (alpha / beta)   -18.73 / -17.68 eV
Energy above the lowest of the compared OMol25 structures with the same formula, charge and spin   50.9 kcal/mol